Record 1
{
  "formula": "C8H44B7O4S2V2",
  "method": "ωB97M-V with the def2-TZVPD basis set",
  "charge": -1,
  "gap_ev": [6.11, 7.52],
  "lumo_ev": [0.557, 1.174],
  "spin_multiplicity": 5,
  "s_squared": 6.03,
  "species": ["V", "V", "S", "S", "O", "O", "O", "O", "C", "C", "C", "C", "C", "C", "C", "C", "B", "B", "B", "B", "B", "B", "B", "H", "H", "H", "H", "H", "H", "H", "H", "H", "H", "H", "H", "H", "H", "H", "H", "H", "H", "H", "H", "H", "H", "H", "H", "H", "H", "H", "H", "H", "H", "H", "H", "H", "H", "H", "H", "H", "H", "H", "H", "H", "H", "H", "H"],
  "positions_angstrom": [[-17.36726, -23.01580, 2.95207], [-20.90704, -19.82523, 2.59427], [-18.01941, -18.63365, 6.69740], [-23.56494, -22.47046, 2.09273], [-18.16417, -17.23695, 7.15460], [-22.51903, -21.49875, 2.33321], [-17.47302, -18.96215, 5.37397], [-24.41037, -22.83740, 3.19184], [-24.48633, -22.04585, 0.47122], [-22.50134, -23.55237, -0.12275], [-19.41634, -20.51269, 8.22671], [-17.06116, -19.63745, 7.88019], [-22.79852, -23.94974, 1.35770], [-23.90793, -22.96578, -0.62467], [-17.95914, -20.93907, 8.14314], [-19.62248, -19.56197, 7.05233], [-16.74875, -20.72998, 2.67262], [-19.46784, -18.25058, 2.12473], [-17.25299, -23.80112, 4.97312], [-22.12808, -18.90164, 4.25987], [-19.63188, -21.25369, 3.50665], [-21.55653, -19.77035, 0.43604], [-18.77223, -24.10441, 1.76665], [-21.18327, -19.03191, 4.76446], [-21.11949, -18.95737, -0.12281], [-23.47748, -24.79407, 1.47687], [-16.75277, -21.53516, 1.95436], [-17.64734, -24.42109, 4.18295], [-24.42895, -20.97812, 0.25966], [-21.89528, -24.17469, 1.92485], [-19.27198, -23.71328, 2.63929], [-20.64411, -21.45715, 3.82008], [-16.76005, -24.39654, 5.72593], [-24.60414, -23.75709, -0.90253], [-18.51561, -23.24272, 1.17011], [-19.36551, -19.23279, 1.68996], [-18.07299, -23.16121, 5.26015], [-16.49120, -23.14873, 4.57524], [-19.73797, -20.34971, 6.30787], [-19.67393, -21.14486, 2.43398], [-21.98814, -18.44771, 3.29105], [-18.51368, -17.75256, 2.04870], [-22.49602, -19.89813, 4.07052], [-16.03875, -19.62692, 7.50248], [-17.78410, -21.53465, 7.24717], [-22.22541, -19.41981, 1.20671], [-17.13629, -21.07925, 3.61712], [-20.03310, -21.41067, 8.26338], [-22.09644, -20.28773, -0.34181], [-19.79685, -18.27867, 3.15196], [-23.90147, -22.34135, -1.51806], [-22.86487, -18.27173, 4.73379], [-21.81172, -22.76160, -0.41805], [-19.69498, -20.02085, 9.15868], [-20.92746, -20.50666, 0.91180], [-17.08804, -18.97496, 8.74534], [-17.61681, -21.49495, 9.01600], [-19.38465, -20.28265, 3.90690], [-22.29451, -24.49257, -0.63397], [-25.51604, -22.38717, 0.57749], [-20.48438, -18.90432, 7.16518], [-17.85165, -24.58546, 2.05882], [-15.74934, -20.38299, 2.88479], [-20.22284, -17.73539, 1.55131], [-17.27250, -19.85832, 2.31191], [-19.35579, -24.79941, 1.18296], [-19.00974, -22.07383, 3.83002]],
  "nbo_charge": [1.298, 0.881, 2.092, 2.158, -0.932, -0.889, -0.903, -0.925, -0.621, -0.417, -0.408, -0.653, -0.662, -0.409, -0.400, -0.639, -0.655, -0.698, -0.646, -0.717, -0.577, -0.599, -0.692, 0.046, 0.031, 0.233, -0.039, 0.048, 0.266, 0.265, 0.051, 0.059, 0.048, 0.194, 0.079, 0.072, 0.052, 0.031, 0.255, 0.049, 0.056, 0.057, 0.051, 0.251, 0.226, 0.030, 0.068, 0.223, 0.001, 0.069, 0.226, 0.045, 0.261, 0.196, 0.022, 0.220, 0.217, 0.094, 0.215, 0.229, 0.262, 0.020, 0.036, 0.050, 0.087, 0.059, -0.001]
}

***

Record 2
{
  "formula": "C23H17AuFN8O2Se",
  "method": "ωB97M-V with the def2-TZVPD basis set",
  "charge": 1,
  "gap_ev": [6.51, 5.77],
  "lumo_ev": [-3.305, -5.328],
  "spin_multiplicity": 3,
  "s_squared": 2.04,
  "species": ["Au", "Se", "F", "O", "O", "N", "N", "N", "N", "N", "N", "N", "N", "C", "C", "C", "C", "C", "C", "C", "C", "C", "C", "C", "C", "C", "C", "C", "C", "C", "C", "C", "C", "C", "C", "C", "H", "H", "H", "H", "H", "H", "H", "H", "H", "H", "H", "H", "H", "H", "H", "H", "H"],
  "positions_angstrom": [[0.79788, -0.71276, -1.08568], [-5.00528, 1.29018, 3.78876], [-3.27772, 4.34967, 0.23992], [1.36966, -3.59444, 0.17665], [0.37440, -3.06774, -1.67819], [3.00825, -1.08784, -1.13779], [-4.93289, 0.87740, 2.08259], [-3.32045, 0.86969, 4.08336], [5.59415, -1.87464, -0.61072], [5.45738, -3.51455, -2.20967], [0.25120, -0.75705, 1.29162], [-1.46001, -0.69015, -0.85764], [0.76478, -3.83330, -0.81833], [-1.15189, 3.39614, 0.52107], [-3.26818, 0.04096, 0.51722], [-4.13262, -0.04049, -0.57614], [-1.28189, 2.50368, -2.11899], [-1.00515, -0.33909, 1.49815], [-3.71485, 0.46973, 1.82533], [1.06763, -0.92203, 2.31719], [-0.11477, 2.66307, -0.01166], [-3.64120, -0.46668, -1.78838], [-2.32805, 3.23181, -1.59318], [-0.14583, 2.19681, -1.34472], [-2.28911, -0.76844, -1.88750], [-0.56542, -0.12984, 3.85633], [0.69930, -0.62363, 3.62693], [-1.92127, -0.31512, 0.34905], [3.73765, -0.45090, -0.21589], [-2.81272, 0.46367, 2.94601], [-1.44950, 0.00543, 2.78270], [0.96085, 1.44852, -1.86782], [-2.25397, 3.66349, -0.27751], [3.55247, -2.08134, -1.81490], [5.03605, -0.86321, 0.03301], [4.87670, -2.49492, -1.54969], [-1.32204, 2.18225, -3.15288], [5.64507, -0.36276, 0.77626], [3.28132, 0.37697, 0.30871], [1.01040, 1.32058, -2.94416], [2.95268, -2.56937, -2.57311], [1.39798, -0.77519, 4.43750], [6.39463, -3.77469, -1.95730], [-0.90428, 0.14250, 4.84696], [2.05127, -1.31070, 2.07846], [-4.28261, -0.56247, -2.65287], [1.91881, 1.69300, -1.41535], [-5.17146, 0.23007, -0.44075], [-1.85689, -1.09587, -2.82501], [0.75234, 2.43810, 0.59940], [-3.19951, 3.48049, -2.18449], [-1.12314, 3.76781, 1.53721], [4.97984, -4.02280, -2.93009]],
  "nbo_charge": [0.896, 1.019, -0.309, -0.252, -0.316, -0.449, -0.624, -0.605, -0.415, -0.768, -0.521, -0.490, 0.527, -0.290, -0.102, -0.099, -0.121, 0.248, 0.179, 0.061, -0.173, -0.238, -0.299, -0.126, 0.074, -0.107, -0.237, 0.175, -0.082, 0.092, -0.100, -0.538, 0.416, -0.040, 0.046, 0.360, 0.211, 0.217, 0.213, 0.219, 0.210, 0.240, 0.422, 0.250, 0.208, 0.242, 0.209, 0.251, 0.216, 0.214, 0.241, 0.241, 0.405]
}

***

Record 3
{
  "formula": "C4H24N2O8",
  "method": "ωB97M-V with the def2-TZVPD basis set",
  "smiles": "CC[C@@H](N)C(N)=O.O.O.O.O.O.O.O",
  "gap_ev": 9.05,
  "lumo_ev": -0.012,
  "species": ["O", "O", "O", "O", "O", "O", "O", "O", "N", "N", "C", "C", "C", "C", "H", "H", "H", "H", "H", "H", "H", "H", "H", "H", "H", "H", "H", "H", "H", "H", "H", "H", "H", "H", "H", "H", "H", "H"],
  "positions_angstrom": [[-0.80449, 4.39863, 0.01237], [3.14371, -3.96995, 0.04253], [-0.56767, -2.16288, 2.94837], [-1.43399, -0.77786, 0.87544], [-0.04962, 1.45138, 2.58842], [-1.84001, 1.89577, -0.18870], [3.04306, 1.18511, 3.52435], [1.47143, 0.61077, 0.43304], [-2.93718, -0.77454, -0.91503], [0.63346, -1.78091, -0.56191], [-0.32091, -0.10271, -2.35349], [0.62178, -0.60426, -3.37995], [-1.68435, -0.75215, -0.34015], [-0.56822, -1.19628, -1.32756], [1.40713, -1.14985, -0.59400], [2.86184, -3.95046, 0.93501], [-2.97796, -0.89843, -1.87199], [1.23216, 1.43767, 0.25768], [-2.34026, 1.92782, -1.04754], [2.74765, -3.10059, -0.26488], [-1.09767, -1.96029, -2.00919], [0.23933, 0.79984, -1.72775], [-0.70014, 0.87842, 3.02068], [-1.30264, 5.17733, 0.16564], [-0.53810, -1.46277, 2.24059], [1.75071, 0.68585, 1.33595], [-1.54527, 2.79934, -0.26963], [3.65391, 1.86731, 3.30018], [-1.15532, -2.73855, 2.58718], [-0.45947, 1.59350, 1.74513], [0.62206, -1.72506, -3.59355], [-0.35531, 4.00656, 0.74653], [-1.21241, 0.47814, -2.62578], [0.22930, -2.06393, 0.37076], [-3.70301, -1.05627, -0.18660], [2.15548, 1.45858, 3.48887], [0.26187, -0.26059, -4.32095], [1.51910, -0.16372, -3.04006]],
  "nbo_charge": [-0.964, -0.938, -0.957, -0.691, -0.974, -0.967, -0.955, -0.935, -0.850, -0.864, -0.398, -0.640, 0.726, -0.134, 0.394, 0.461, 0.395, 0.448, 0.470, 0.475, 0.180, 0.195, 0.493, 0.497, 0.492, 0.491, 0.484, 0.472, 0.452, 0.483, 0.221, 0.492, 0.206, 0.392, 0.424, 0.485, 0.212, 0.227]
}

***

Record 4
{
  "formula": "C2HBrN2S",
  "method": "ωB97M-V with the def2-TZVPD basis set",
  "gap_ev": [6.59, 6.22],
  "lumo_ev": [-2.324, -2.549],
  "species": ["Br", "S", "N", "N", "C", "C", "H"],
  "positions_angstrom": [[-2.23640, 1.85014, 0.86055], [2.11300, -0.68000, -0.43206], [0.54249, -1.10415, -0.36704], [2.46160, 0.70900, -0.12106], [-0.91883, 0.75297, 0.34726], [-0.54652, -0.43753, -0.06214], [-1.41534, -1.09043, -0.22552]],
  "nbo_charge": [0.306, 1.125, -0.823, -0.796, -0.005, -0.108, 0.301]
}